[1]
Density functional theory data (ωB97M-V/def2-TZVPD) for a 9-piece molecular cluster, C43H70NO30S2 overall at a distorted geometry.

Gap between HOMO and LUMO: 5.4 eV
E_tot: -130278.4331 eV
Charge: +1
HOMO: -11.47 eV

Geometry as XYZ:
```
146
Properties=species:S:1:pos:R:3:mulliken_charge:R:1
C 1.3195 -6.5957 9.9172 -0.433
C 0.8877 -5.4643 9.1629 -0.061
C 0.0776 -4.2772 8.3078 -0.556
C -0.3768 -4.9641 6.8792 0.492
C 0.6946 -4.7490 5.6129 0.405
C 2.1406 -3.9408 5.8053 -1.314
C 0.3464 -5.3717 4.1324 0.344
C 1.3448 -5.2339 2.8269 0.050
O 1.8685 -6.4025 2.3624 -0.459
O 1.6779 -3.9877 2.1195 -0.359
C -1.0949 -6.2122 4.0241 -0.519
C -2.0853 -6.3557 5.3566 -0.042
S -3.6811 -7.3258 5.0856 -0.001
C -4.9757 -6.2997 4.1998 -0.274
C -6.4246 -6.6318 4.9663 0.447
O -7.4013 -7.3698 4.3810 -0.513
O -6.6569 -6.1379 6.3636 -0.326
C -7.4952 -4.8992 6.2480 -0.895
C -6.5189 -3.5566 6.0438 1.405
C -7.0383 -2.7904 4.6764 -1.067
O -6.5425 -2.6940 7.2351 -0.329
C -5.6072 -1.5637 7.1300 0.435
O -5.9237 -0.4317 7.8178 -0.560
C -4.2384 -1.5011 6.2303 -0.291
S -3.4825 0.2385 6.4096 -0.126
N -1.6957 -5.7479 6.7204 0.451
C -2.6971 -5.9393 7.8379 -0.222
C -2.4100 -6.4085 9.2205 -0.620
H 1.4262 -7.6699 10.4242 0.348
H -0.8758 -3.9328 8.9255 0.330
H 0.8110 -3.3689 8.1962 0.385
H 2.8904 -4.1396 4.9091 0.371
H 2.0071 -2.7919 5.9834 0.324
H 2.5991 -4.3839 6.8115 0.357
H 1.3980 -3.2437 2.7348 0.375
H -1.3773 -6.7090 2.9817 0.351
H -4.7329 -5.1529 4.1745 0.216
H -5.1553 -6.6240 3.0689 0.404
H -8.2143 -5.0836 5.3434 0.308
H -8.1375 -4.8131 7.2223 0.298
H -5.4205 -4.0102 5.9301 -0.411
H -6.2759 -3.0036 3.7834 0.249
H -8.1143 -3.1624 4.3179 0.336
H -7.1551 -1.6160 4.8088 0.330
H -3.3996 -2.2489 6.5631 0.112
H -4.4558 -1.6692 5.0690 0.270
H -2.4630 0.3092 5.4145 0.152
H -3.8401 -5.7379 7.5722 0.264
H -2.3856 -7.5208 9.5859 0.257
H -2.1680 -5.5660 10.0283 0.259
C -1.4981 -0.3976 -1.8835 -0.638
O -0.2589 -1.0440 -2.1677 -0.261
C 0.5842 -1.1259 -1.1075 0.752
O 0.3648 -0.7048 0.0174 -0.515
O 1.7136 -1.7576 -1.5159 -0.297
C 2.6987 -1.9159 -0.4967 -0.447
H -2.0927 -0.3884 -2.8011 0.246
H -2.0543 -0.9487 -1.1183 0.308
H -1.3305 0.6382 -1.5713 0.177
H 2.3102 -2.5277 0.3239 0.060
H 3.0340 -0.9407 -0.1291 0.325
H 3.5575 -2.4325 -0.9339 0.273
C 3.8640 3.0018 -6.3730 -0.492
O 2.8430 2.0188 -6.2136 -0.368
C 2.6901 1.5737 -4.9409 0.784
O 3.3353 1.9396 -3.9709 -0.612
O 1.6951 0.6511 -4.9344 -0.333
C 1.4217 0.0919 -3.6511 -0.567
H 3.8984 3.2854 -7.4285 0.254
H 3.6347 3.8955 -5.7837 0.197
H 4.8405 2.5928 -6.0944 0.261
H 1.0947 0.8693 -2.9530 0.189
H 2.3007 -0.4334 -3.2637 0.356
H 0.6102 -0.6322 -3.7638 0.371
C 7.2341 8.2544 -7.7338 -0.608
O 5.9481 7.7309 -7.4075 -0.322
C 5.6909 7.6709 -6.0765 0.742
O 6.4481 8.0175 -5.1835 -0.514
O 4.4453 7.1585 -5.9114 -0.319
C 4.0367 7.0364 -4.5503 -0.664
H 7.3318 8.2567 -8.8229 0.217
H 7.3332 9.2848 -7.3771 0.288
H 8.0251 7.6218 -7.3184 0.284
H 4.0080 8.0181 -4.0664 0.354
H 4.7000 6.3552 -4.0077 0.288
H 3.0271 6.6169 -4.5369 0.213
C -2.5745 4.8548 4.1718 -0.581
O -1.6896 4.8714 3.0534 -0.311
C -1.5179 3.6636 2.4591 0.717
O -2.0435 2.6155 2.8001 -0.558
O -0.6602 3.8240 1.4200 -0.328
C -0.3842 2.6262 0.6966 -0.541
H -2.6373 5.8719 4.5683 0.217
H -3.5780 4.5421 3.8655 0.284
H -2.1878 4.2011 4.9603 0.265
H -1.3001 2.2245 0.2513 0.222
H 0.0901 1.8835 1.3462 0.298
H 0.3115 2.8715 -0.1105 0.323
C -7.4981 -2.6266 -4.3909 -0.721
O -6.2589 -3.2729 -4.6751 -0.259
C -5.4158 -3.3549 -3.6150 0.764
O -5.6352 -2.9337 -2.4900 -0.557
O -4.2864 -3.9865 -4.0234 -0.301
C -3.3013 -4.1448 -3.0041 -0.463
H -8.0927 -2.6173 -5.3085 0.231
H -8.0543 -3.1777 -3.6258 0.333
H -7.3305 -1.5907 -4.0787 0.312
H -3.6898 -4.7567 -2.1836 0.296
H -2.9660 -3.1696 -2.6365 0.108
H -2.4425 -4.6614 -3.4414 0.248
C 7.4353 8.7801 -2.6696 -0.455
O 7.8993 10.0541 -2.2269 -0.297
C 7.4808 10.3995 -0.9831 0.755
O 6.7694 9.7270 -0.2534 -0.547
O 7.9911 11.6226 -0.6921 -0.306
C 7.6306 12.1175 0.5961 -0.614
H 7.8299 8.6071 -3.6746 0.219
H 7.8045 7.9854 -2.0133 0.302
H 6.3419 8.7642 -2.7216 0.190
H 8.0077 11.4562 1.3830 0.286
H 6.5450 12.2349 0.6747 0.284
H 8.0930 13.1003 0.7222 0.220
C -4.5170 -1.9369 -6.8737 -0.613
O -5.7164 -1.9045 -7.6448 -0.238
C -5.7080 -0.9956 -8.6525 0.733
O -4.7889 -0.2412 -8.9300 -0.542
O -6.8993 -1.0717 -9.2977 -0.307
C -7.0337 -0.1650 -10.3904 -0.615
H -4.6346 -2.6981 -6.0975 0.106
H -3.6627 -2.2131 -7.5001 0.380
H -4.3453 -0.9718 -6.3862 0.320
H -6.2800 -0.3705 -11.1575 0.289
H -6.9626 0.8709 -10.0435 0.288
H -8.0230 -0.3126 -10.8323 0.221
C 5.7019 1.6333 -2.8948 -0.400
O 6.9411 0.9870 -3.1790 -0.290
C 7.7842 0.9050 -2.1189 0.746
O 7.5648 1.3262 -0.9939 -0.550
O 8.9136 0.2733 -2.5272 -0.312
C 9.8987 0.1151 -1.5080 -0.614
H 5.1073 1.6426 -3.8124 0.132
H 5.1457 1.0822 -2.1296 0.200
H 5.8695 2.6692 -2.5826 0.313
H 9.5102 -0.4968 -0.6874 0.281
H 10.2340 1.0903 -1.1404 0.289
H 10.7575 -0.4015 -1.9453 0.224
```



[2]
Density functional theory data (ωB97M-V/def2-TZVPD) for C6H8CuOP as an isolated structure at a distorted geometry.

Relative energy (zero: lowest compared OMol25 entry of this formula, charge and spin): 0.0 kcal/mol
⟨S²⟩: 0.755
Gap between HOMO and LUMO (spin up / spin down): 4.4 / 7.2 eV
Multiplicity: 2
E_tot: -62322.9281 eV
Charge: -1
HOMO (spin up / spin down): -0.38 / -3.23 eV

Geometry as XYZ:
```
17
Properties=species:S:1:pos:R:3:mulliken_charge:R:1
C -0.6158 0.5649 -0.8436 0.041
C -0.0828 0.0580 -2.0988 -0.779
C -0.1967 -1.3587 -1.9923 -0.563
C -0.7059 -1.7300 -0.6585 -0.264
C -0.8256 -0.4987 0.0583 -1.136
Cu 1.0426 -0.7308 -0.6866 -0.166
P 0.0262 1.8090 1.5127 -0.075
H -0.7263 1.6496 -0.7835 0.360
H 0.1260 0.6931 -2.9428 0.516
H -0.0257 -2.0936 -2.7593 0.436
H -0.8648 -0.6269 1.1513 0.404
H -1.0468 -2.6762 -0.2426 0.441
H -1.2367 1.6855 2.0926 0.026
H -0.1550 3.1477 1.0966 0.034
H 0.8603 1.9587 2.5856 0.031
O 2.4903 -1.2238 2.6475 -0.321
C 1.9367 -0.6278 1.8633 0.016
```



[3]
Density functional theory data (ωB97M-V/def2-TZVPD) for one molecule with the formula CH2N2S2 at a distorted geometry.

Relative energy (zero: lowest compared OMol25 entry of this formula, charge and spin): 74.1 kcal/mol
SMILES string: [H]/N=N/C(=S)S
Gap between HOMO and LUMO (spin up / spin down): 6.5 / 6.5 eV
E_tot: -25716.0001 eV
Charge: 0
HOMO (spin up / spin down): -9.29 / -9.29 eV

Geometry as XYZ:
```
7
Properties=species:S:1:pos:R:3:mulliken_charge:R:1
H 2.5246 -1.0511 -0.1223 0.262
N 1.5689 -1.0373 0.2295 -0.338
N 0.9620 0.1749 -0.2720 -0.070
C -0.2362 0.5106 -0.0135 0.302
S -0.6802 2.1951 -0.0939 -0.160
S -1.5522 -0.7837 0.1438 -0.158
H -2.5870 -0.0084 0.1285 0.162
```



- Among the records above, which one has the lowest charge?
  C6H8CuOP



- Among the records above, which one has the lowest charge?
  C6H8CuOP



- E_tot of number 2 (C6H8CuOP)?
  -62322.9281 eV